One molecule with the formula C22H25NO6 at a distorted geometry, computed with the ωB97M-V functional and the def2-TZVPD basis.

```
54
C22H25NO6 (the ωB97M-V functional and the def2-TZVPD basis)
C 0.705 4.834 4.903
C 0.965 3.537 4.222
C 2.164 2.912 4.128
O 2.089 1.743 3.447
C 0.802 1.591 3.078
C 0.037 2.680 3.534
C -1.346 2.738 3.279
C -2.192 3.879 3.742
C -1.897 1.688 2.581
C -1.129 0.605 2.135
O -1.798 -0.351 1.455
C -1.185 -1.467 0.992
O -1.852 -2.251 0.342
C 0.229 -1.634 1.274
C 0.830 -2.916 0.770
C 1.265 -2.662 -0.673
O 2.407 -2.389 -0.985
N 0.247 -2.725 -1.548
C 0.428 -2.285 -2.917
C -0.945 -2.022 -3.544
C -0.900 -1.445 -4.964
C -2.330 -1.224 -5.456
C -0.143 -2.360 -5.923
C 1.278 -1.019 -2.952
O 2.123 -0.783 -3.768
O 0.918 -0.143 -2.004
C 0.955 -0.643 1.866
C 2.438 -0.753 2.004
C 0.253 0.512 2.357
H 1.631 5.221 5.320
H 0.307 5.565 4.202
H -0.015 4.709 5.709
H 3.132 3.188 4.497
H -1.835 4.815 3.317
H -2.154 3.966 4.826
H -3.225 3.731 3.441
H -2.951 1.669 2.356
H 1.692 -3.211 1.364
H 0.073 -3.699 0.791
H -0.698 -2.794 -1.185
H 0.975 -3.051 -3.480
H -1.482 -1.327 -2.893
H -1.495 -2.966 -3.557
H -0.388 -0.478 -4.936
H -2.875 -0.572 -4.778
H -2.325 -0.765 -6.442
H -2.859 -2.172 -5.521
H -0.540 -3.372 -5.880
H 0.915 -2.381 -5.678
H -0.244 -1.995 -6.943
H 1.500 0.631 -2.040
H 2.859 -1.260 1.139
H 2.893 0.226 2.093
H 2.690 -1.324 2.898
```

E_tot = -36996.9016 eV
Energy relative to the best compared isomer or geometry (same formula, charge and spin) = 2.9 kcal per mole
SMILES = Cc1coc2c1c(C)cc1oc(=O)c(CC(=O)N[C@@H](CC(C)C)C(=O)O)c(C)c12
Highest occupied orbital energy = -8.267 eV
Total charge = 0